No. 1
24
Properties=species:S:1:pos:R:3:forces:R:3 method="wB97M-V/def2-TZVPD" fmax_ev_per_a=8.819 charge=0 de_lowest_kj_mol=373.18 mol_weight_da=176.17 e_tot_ha=-646.194319
C -2.738761 1.438205 0.706865 -2.412 -0.960 1.213
C -2.735482 0.326210 -0.293414 2.256 -2.426 0.432
N -3.948081 -0.591945 -0.222878 1.073 -0.247 -3.358
C -1.283758 -0.362781 -0.063126 -2.033 -1.219 -2.055
O -1.121911 -1.443695 0.473098 -1.608 0.190 0.946
N -0.182489 0.185185 -0.673013 1.073 5.621 1.828
C 1.024313 -0.098198 0.163259 -0.113 0.362 -1.590
C 1.486735 -1.502240 -0.398672 -2.573 3.277 0.407
O 2.593486 -1.639406 0.341721 5.980 -6.305 1.505
C 2.053708 1.167954 0.107190 0.423 -5.726 -1.889
O 1.667574 2.193617 -0.281704 -0.920 3.545 0.093
O 3.338835 0.750800 0.103669 -0.774 0.540 0.184
H -3.884983 1.576933 0.496980 1.993 1.467 1.609
H -1.967256 2.212358 0.576225 -0.891 0.067 -0.556
H -2.497415 0.996261 1.703876 -0.836 0.495 -0.353
H -2.772674 0.860496 -1.210062 0.169 -0.203 -1.333
H -4.074182 -1.046189 -1.257875 0.472 1.456 3.352
H -3.806229 -1.400850 0.379483 0.356 0.287 0.078
H -0.160331 1.318453 -0.606910 -0.638 -3.055 -0.963
H 0.689292 -0.185620 1.180060 0.168 -0.462 0.634
H 0.534851 -2.023988 -0.183305 1.308 -0.930 -0.246
H 1.729523 -1.342860 -1.421016 -0.158 -0.253 -1.247
H 3.212169 -2.582140 0.174978 -2.957 3.969 0.547
H 3.246811 -0.240962 0.011916 0.641 0.509 0.761

=====

No. 2
42
Properties=species:S:1:pos:R:3:forces:R:3 method="wB97M-V/def2-TZVPD" fmax_ev_per_a=2.589 charge=+1 mol_weight_da=682.21 e_tot_ha=-9294.456809
Ti -0.115165 0.073236 0.099849 0.473 -0.828 -2.407
C -0.661722 -3.155725 -0.714537 -0.029 0.159 0.071
C -1.194003 -2.518758 -1.979387 0.059 -0.041 -0.012
S -1.851013 -0.892963 -1.536734 0.030 -0.147 -0.070
C -1.623948 0.038417 -3.055672 -0.100 0.126 -0.050
C -0.189832 0.448206 -3.282027 0.148 -0.015 0.043
S 0.550981 1.242458 -1.831965 -0.887 -0.282 1.090
C 3.159612 -0.092890 -2.282876 0.731 -0.095 -0.290
C 3.215552 -1.386628 -2.013875 0.305 -0.105 -0.150
S 0.645002 -2.124320 0.015218 -0.250 0.580 0.234
H -0.223574 -4.129631 -0.926863 0.001 -0.006 0.014
H -1.451570 -3.282055 0.024641 -0.033 -0.135 -0.053
H -2.010310 -3.101857 -2.406589 0.021 0.014 -0.051
H -0.400735 -2.386276 -2.713920 0.011 -0.046 0.003
H -2.259187 0.915272 -2.934629 -0.026 -0.007 -0.071
H -2.016289 -0.565830 -3.875678 -0.033 0.029 0.000
H -0.156170 1.179703 -4.090369 0.103 -0.043 -0.037
H 0.451099 -0.393516 -3.547928 -0.049 -0.022 -0.052
H 3.576788 0.641125 -1.604567 -0.124 0.025 0.031
H 2.865418 0.271662 -3.259955 -0.189 0.007 0.071
H 3.686360 -1.755886 -1.110524 -0.229 0.001 0.099
H 2.899272 -2.134630 -2.732785 -0.045 0.015 0.030
Br -3.093495 1.752364 -0.163710 -0.278 0.050 0.110
C -3.869461 0.601640 1.189010 0.076 -0.004 -0.137
Br -2.778359 -0.945854 1.634625 -0.123 0.013 0.111
H -4.812593 0.232425 0.809891 0.004 -0.023 0.001
H -3.988646 1.187798 2.089931 0.032 -0.021 0.018
F 0.733969 -0.814378 2.928478 0.038 0.030 0.138
C 2.022453 -0.471636 3.078829 -0.360 -0.159 -0.196
F 2.778409 -1.478554 2.694098 0.141 0.084 0.112
F 2.230036 -0.153605 4.336318 0.236 0.010 -0.057
S 2.332700 0.994484 1.983480 -0.279 -0.296 0.138
O 1.737290 0.583755 0.662384 0.335 -0.065 0.709
O 3.719974 1.243432 1.997073 -0.083 0.215 -0.127
N 1.423223 2.096759 2.642055 0.087 -0.015 -0.285
S 0.026911 2.423638 2.026991 -0.158 0.033 -0.027
O -0.680812 1.150998 1.578270 0.493 0.930 0.806
O -0.046801 3.466128 1.069317 -0.032 0.124 0.217
C -0.971303 2.779760 3.546664 -0.124 -0.559 0.104
F -0.585483 3.872253 4.149131 0.063 0.118 -0.131
F -0.833619 1.728118 4.342507 0.027 0.111 0.100
F -2.240958 2.861361 3.165832 0.016 0.238 -0.047

=====

No. 3
23
Properties=species:S:1:pos:R:3:forces:R:3 method="wB97M-V/def2-TZVPD" fmax_ev_per_a=4.066 charge=+1 de_lowest_kj_mol=100.63 mol_weight_da=166.14 e_tot_ha=-819.882512
C 1.615284 -0.218582 0.072963 0.380 0.985 1.405
C 3.431211 1.237248 -0.066461 0.213 1.427 0.565
C -1.621001 0.427392 -1.736407 -0.059 -2.373 3.301
C -2.176480 0.861111 1.298148 2.351 0.433 0.146
C 0.315888 -0.660759 0.572857 -1.398 0.410 -0.657
N -0.094519 -2.006173 0.217873 -0.664 -0.987 0.570
O 2.327415 -0.898851 -0.729622 0.107 -1.609 -1.053
O -0.009012 2.017926 -0.058089 -0.197 0.682 -0.067
O 2.097720 0.907210 0.472083 0.433 -1.571 -0.250
P -0.876816 0.840144 0.005500 -1.274 -0.312 -1.778
H 3.599677 2.307229 0.223676 -0.568 -0.899 -0.870
H 3.429811 0.983575 -1.134432 0.325 0.581 0.494
H 4.198562 0.719454 0.504081 -0.195 -0.586 -0.170
H -0.787867 0.530961 -2.406010 0.013 -0.259 -0.567
H -2.217010 -0.561810 -1.698125 1.536 1.132 -0.382
H -2.402381 1.112834 -1.875721 -0.727 1.513 -0.361
H -2.324500 -0.155822 1.584752 -0.937 -0.626 0.284
H -1.732898 1.400080 2.148528 0.314 -0.361 -0.100
H -3.000170 1.494124 1.080811 -1.092 -0.085 -0.756
H 0.172373 -0.416731 1.598863 0.593 0.245 1.185
H 0.196216 -2.789449 0.902166 -0.712 1.976 -1.240
H -1.145141 -2.002372 0.128464 1.691 -0.487 0.016
H 1.936781 -1.782421 -0.965521 -0.133 0.770 0.285

=====

No. 4
91
Properties=species:S:1:pos:R:3:forces:R:3 method="wB97M-V/def2-TZVPD" fmax_ev_per_a=7.685 charge=+1 mol_weight_da=585.52 e_tot_ha=-2167.227627
C 4.548684 -0.406570 2.987680 0.358 -0.315 -0.201
O 4.949047 0.774355 2.308292 -0.893 -0.453 0.062
C 3.815410 1.444097 1.782124 0.132 0.835 0.320
C 4.221716 2.921734 1.467606 -0.647 -0.984 -0.624
C 4.332426 3.094328 -0.076784 -0.037 1.299 0.045
C 3.146056 3.893050 -0.693398 0.325 -0.850 -0.019
C 1.750131 3.405787 -0.193532 -0.256 1.357 -0.463
C 0.778179 3.193852 -1.385650 0.504 -0.208 0.627
C 0.864617 1.771302 -2.016221 -0.450 1.037 -0.880
C -0.526204 1.370836 -2.593518 -0.238 -0.319 0.149
C -1.046392 -0.018879 -2.116628 0.402 0.134 -1.333
N -0.607285 -0.360880 -0.743995 -0.928 -0.158 -0.357
C 0.478216 -1.296491 -0.438658 1.236 0.218 0.545
C 1.175415 -1.975847 -1.619944 -0.499 -1.328 -0.414
C 2.601615 -2.503623 -1.275748 0.284 0.500 -0.964
C 3.661455 -1.535658 -1.815206 0.589 0.365 0.695
C 3.746629 -1.167913 -3.167004 -0.508 -0.378 0.199
C 4.698453 -0.264306 -3.626684 0.082 0.085 -0.121
C 5.623591 0.310473 -2.745248 -0.437 -0.340 0.237
C 5.565995 -0.063221 -1.399110 0.195 0.226 -0.388
C 4.606234 -0.975450 -0.948452 0.176 0.194 0.187
C -1.290166 0.276248 0.208340 -0.623 0.811 0.144
N -2.255840 1.178223 -0.069189 -2.026 1.727 0.100
C -2.824820 1.661283 1.098066 4.620 -4.352 -2.399
N -2.110024 0.998593 2.046690 -3.270 2.735 2.704
B -2.531646 1.320778 3.466405 0.522 -0.365 1.382
N -3.908822 1.082636 3.871996 0.967 0.268 -0.395
O -1.581083 1.789788 4.333409 -0.194 -0.569 -1.183
N -1.182477 0.182793 1.564383 1.262 0.046 -0.930
C -0.333027 -0.637956 2.421522 -0.167 -1.566 0.977
C -1.003080 -2.051453 2.628546 0.109 0.466 0.562
N 0.009159 -3.111121 2.801138 -1.040 -0.002 -0.213
H 5.457139 -1.015566 3.109961 -0.398 0.212 0.246
H 3.823979 -1.013493 2.404923 0.234 0.302 0.049
H 4.076990 -0.166737 3.957134 0.259 -0.084 -0.213
H 2.960637 1.416140 2.499124 0.491 0.001 -0.006
H 3.451754 0.923926 0.869747 0.240 0.182 0.259
H 5.160149 3.178175 1.980275 -0.307 -0.346 -0.163
H 3.439863 3.576428 1.887217 0.335 -0.054 -0.269
H 5.263258 3.645310 -0.292218 -0.275 -0.279 -0.134
H 4.377658 2.139923 -0.621369 0.132 0.145 0.499
H 3.262125 4.980965 -0.552783 -0.082 -0.441 0.167
H 3.190275 3.729957 -1.785115 0.016 0.119 0.341
H 1.326068 4.237442 0.402887 0.147 -0.456 -0.029
H 1.790582 2.536859 0.483432 0.064 0.084 -0.411
H 1.047284 3.923519 -2.167823 -0.241 -0.147 0.316
H -0.239039 3.468436 -1.056225 0.206 -0.487 -0.189
H 1.324090 1.022916 -1.354141 -0.328 0.280 -0.005
H 1.542809 1.869430 -2.882552 -0.041 -0.307 0.464
H -0.464498 1.384288 -3.694489 -0.179 -0.262 0.391
H -1.307162 2.103135 -2.335050 0.515 -0.084 0.043
H -2.142249 -0.072959 -2.207120 0.389 0.127 0.376
H -0.688938 -0.754285 -2.850318 0.096 -0.117 0.773
H 1.260381 -0.729361 0.109409 -0.258 -0.160 -0.291
H 0.142391 -2.086865 0.255480 -0.047 0.304 -0.336
H 1.226576 -1.375885 -2.539363 0.056 0.095 0.565
H 0.579570 -2.866811 -1.901084 0.022 0.486 0.057
H 2.779236 -3.458484 -1.800994 -0.332 0.246 0.303
H 2.741611 -2.695593 -0.201122 -0.064 0.173 -0.293
H 3.028412 -1.618494 -3.863749 0.354 0.252 0.096
H 4.702973 -0.019598 -4.692023 0.098 -0.017 0.370
H 6.365276 1.039265 -3.079843 -0.272 -0.303 0.023
H 6.284125 0.394743 -0.712893 -0.326 -0.320 -0.047
H 4.618355 -1.231582 0.116658 -0.123 -0.004 -0.369
H -3.618900 2.379886 1.269870 0.203 -0.258 -0.171
H -4.432993 1.955537 3.869448 -0.330 -0.313 0.202
H -3.868287 0.711674 4.820715 -0.385 0.385 0.020
H -0.747098 1.869116 3.844147 0.115 0.221 0.557
H -0.215803 -0.238299 3.442101 -0.276 0.464 -0.619
H 0.697485 -0.737954 2.064337 -0.554 0.134 -0.333
H -1.578215 -1.976209 3.567779 0.010 -0.033 -0.423
H -1.742990 -2.248818 1.833385 0.417 0.068 0.101
H -0.271867 -3.628118 3.631720 0.437 -0.001 -0.063
H -0.133697 -3.780934 2.047723 0.389 0.043 0.069
C -5.709587 0.486096 -1.453100 -0.282 0.341 -0.086
O -6.749781 -0.511424 -1.541672 3.662 -0.388 0.090
P -6.274928 -2.132699 -1.671897 -6.818 -3.544 -0.145
O -7.169595 -2.515033 -2.797946 0.963 0.550 0.063
O -6.949880 -2.473771 -0.215077 0.565 0.162 0.047
C -6.425537 -1.825541 0.938253 -0.242 0.065 -0.077
O -5.289088 -3.479452 -1.631379 2.182 2.751 -0.289
C -5.903976 -4.726665 -1.312770 -0.323 -0.419 0.481
H -5.812394 1.169917 -2.295521 0.059 -0.014 0.016
H -5.829349 1.048690 -0.524552 0.006 -0.050 0.002
H -4.711467 0.045325 -1.473227 0.051 0.151 0.009
H -7.027782 -0.943979 1.167031 0.091 0.037 0.005
H -5.381693 -1.523869 0.795810 0.028 0.000 0.126
H -6.478402 -2.515808 1.778800 0.012 -0.034 -0.047
H -6.864658 -4.838277 -1.813355 0.028 0.186 -0.027
H -6.031746 -4.822335 -0.234664 -0.076 0.025 -0.041
H -5.231618 -5.512984 -1.653160 0.137 0.215 -0.106

=====

No. 5
27
Properties=species:S:1:pos:R:3:forces:R:3 method="wB97M-V/def2-TZVPD" fmax_ev_per_a=3.091 charge=0 de_lowest_kj_mol=0.00 mol_weight_da=186.20 e_tot_ha=-839.903322
H -3.598367 -0.741783 -2.688629 0.632 1.252 0.157
N -3.801377 0.274902 -2.533907 -1.536 -0.910 0.349
C -3.183767 0.840597 -1.596329 2.404 -1.114 -1.151
C -1.782969 0.369702 -1.109100 -0.606 1.792 0.245
N -1.449688 -0.949754 -1.501977 0.652 0.227 -3.013
P -0.546064 -1.955155 -0.585973 0.415 -0.510 1.821
O 0.265251 -2.832854 -1.413465 0.724 -1.088 -1.074
C 0.513866 -0.938698 0.469368 -0.054 0.780 -0.321
C 0.335308 -0.612557 1.750467 -0.031 -0.026 -2.332
C 1.104332 0.399130 2.475383 0.672 0.592 1.180
C 2.315887 0.931783 1.757845 1.605 -0.721 -1.061
C 2.026222 1.042246 0.257776 0.396 2.325 1.005
C 1.556417 -0.193115 -0.381686 -2.681 0.024 -0.960
H -3.413486 1.853721 -1.345123 -0.383 0.702 0.259
H -1.060986 1.244979 -1.368413 -0.865 -1.540 -0.048
H -1.717278 0.331476 -0.044226 -0.333 0.477 1.044
H -1.066198 -1.083174 -2.472712 -0.794 0.395 1.091
H -1.526168 -2.656210 0.149172 0.232 0.290 0.486
H -0.516836 -0.992185 2.224415 -1.050 -0.765 1.038
H 0.419219 1.224220 2.701807 0.033 -0.197 0.581
H 1.460582 -0.153232 3.352179 -0.330 0.717 0.576
H 2.888067 1.831799 2.093234 -1.337 -0.326 0.262
H 3.115771 0.175023 1.873762 -0.279 -0.045 -0.204
H 2.936284 1.377651 -0.200535 0.624 0.078 -0.503
H 1.346672 1.902755 0.071082 -0.048 -0.560 0.252
H 2.360288 -0.838388 -0.593930 0.923 -0.898 -0.651
H 1.019019 0.147121 -1.340486 1.016 -0.949 0.970

=====

Please write out number 3 again, unchanged.
23
Properties=species:S:1:pos:R:3:forces:R:3 method="wB97M-V/def2-TZVPD" fmax_ev_per_a=4.066 charge=+1 de_lowest_kj_mol=100.63 mol_weight_da=166.14 e_tot_ha=-819.882512
C 1.615284 -0.218582 0.072963 0.380 0.985 1.405
C 3.431211 1.237248 -0.066461 0.213 1.427 0.565
C -1.621001 0.427392 -1.736407 -0.059 -2.373 3.301
C -2.176480 0.861111 1.298148 2.351 0.433 0.146
C 0.315888 -0.660759 0.572857 -1.398 0.410 -0.657
N -0.094519 -2.006173 0.217873 -0.664 -0.987 0.570
O 2.327415 -0.898851 -0.729622 0.107 -1.609 -1.053
O -0.009012 2.017926 -0.058089 -0.197 0.682 -0.067
O 2.097720 0.907210 0.472083 0.433 -1.571 -0.250
P -0.876816 0.840144 0.005500 -1.274 -0.312 -1.778
H 3.599677 2.307229 0.223676 -0.568 -0.899 -0.870
H 3.429811 0.983575 -1.134432 0.325 0.581 0.494
H 4.198562 0.719454 0.504081 -0.195 -0.586 -0.170
H -0.787867 0.530961 -2.406010 0.013 -0.259 -0.567
H -2.217010 -0.561810 -1.698125 1.536 1.132 -0.382
H -2.402381 1.112834 -1.875721 -0.727 1.513 -0.361
H -2.324500 -0.155822 1.584752 -0.937 -0.626 0.284
H -1.732898 1.400080 2.148528 0.314 -0.361 -0.100
H -3.000170 1.494124 1.080811 -1.092 -0.085 -0.756
H 0.172373 -0.416731 1.598863 0.593 0.245 1.185
H 0.196216 -2.789449 0.902166 -0.712 1.976 -1.240
H -1.145141 -2.002372 0.128464 1.691 -0.487 0.016
H 1.936781 -1.782421 -0.965521 -0.133 0.770 0.285